[1]
Here is the molecule C21H36N4O3 from the OMol25 dataset. Energies are from ωB97M-V with the def2-TZVPD basis set.

Each line ends with the Mulliken charge.
Atoms and positions in Å:
C (-6.772561, -1.906730, -1.994713)  -1.65
C (-6.325709, -1.444460, -0.608682)  0.75
C (-7.544574, -1.112808, 0.249119)  -1.48
C (-5.383826, -0.243613, -0.739471)  -0.41
C (-4.764701, 0.181444, 0.600460)  -1.36
N (-3.601560, 1.045043, 0.506750)  0.29
C (-3.832662, 2.282806, -0.198264)  -0.67
C (-2.618879, 3.176886, 0.024262)  -0.78
N (-1.475583, 2.516092, -0.557009)  0.01
C (-1.360012, 1.177770, -0.639345)  -0.31
O (-0.434007, 0.655412, -1.234784)  -0.67
C (-2.381703, 0.350691, 0.126004)  0.51
C (-1.665148, -0.157387, 1.404522)  -0.74
C (-0.661483, -1.221249, 0.997574)  0.56
O (-1.051550, -2.301278, 0.592168)  -0.74
N (0.657862, -0.939163, 1.104272)  0.06
C (1.603992, -1.854971, 0.508852)  -1.19
C (2.443824, -1.066587, -0.488713)  -0.43
N (3.246000, -0.117867, 0.252735)  0.23
C (4.653225, 0.074349, -0.058425)  -0.69
C (4.854894, 0.500348, -1.512578)  -0.57
C (6.332768, 0.786463, -1.765428)  -0.74
C (7.177312, -0.444093, -1.448260)  -0.62
C (6.963795, -0.879225, -0.001527)  -0.82
C (5.488121, -1.169066, 0.258006)  -0.49
C (2.702233, 0.527375, 1.299129)  0.21
O (3.320598, 1.289379, 2.020700)  -0.71
C (1.200769, 0.337631, 1.513866)  0.07
H (-7.321775, -1.114756, -2.500314)  0.33
H (-7.420742, -2.776404, -1.916373)  0.45
H (-5.914246, -2.174840, -2.606508)  0.39
H (-5.774928, -2.263302, -0.132476)  0.27
H (-8.222522, -1.962680, 0.282710)  0.44
H (-8.082301, -0.263747, -0.168467)  0.32
H (-7.253774, -0.872038, 1.268069)  0.35
H (-4.578999, -0.511970, -1.428563)  0.36
H (-5.931265, 0.594579, -1.176980)  0.33
H (-4.463985, -0.711516, 1.152382)  0.25
H (-5.506248, 0.715948, 1.200804)  0.41
H (-4.728318, 2.749794, 0.217143)  0.47
H (-3.976116, 2.148301, -1.284733)  0.35
H (-2.756314, 4.148724, -0.453158)  0.47
H (-2.469342, 3.326400, 1.100281)  0.28
H (-0.775969, 3.062921, -1.037496)  0.33
H (-2.590153, -0.535265, -0.493347)  0.17
H (-1.233596, 0.675097, 1.953403)  0.18
H (-2.415051, -0.639189, 2.033078)  0.57
H (1.031616, -2.646327, 0.022257)  0.45
H (2.247694, -2.288766, 1.283419)  0.30
H (3.097949, -1.731198, -1.051083)  0.54
H (1.770887, -0.548298, -1.182468)  0.24
H (4.980093, 0.887247, 0.599871)  0.37
H (4.257340, 1.390494, -1.717336)  0.36
H (4.520730, -0.292232, -2.185172)  0.26
H (6.478207, 1.080435, -2.806785)  0.36
H (6.653149, 1.617707, -1.133914)  0.36
H (8.232885, -0.222922, -1.616694)  0.33
H (6.895979, -1.259895, -2.118463)  0.31
H (7.298008, -0.085045, 0.669108)  0.35
H (7.557378, -1.770449, 0.211768)  0.37
H (5.338233, -1.449071, 1.302480)  0.36
H (5.171412, -2.006583, -0.367892)  0.26
H (1.016037, 0.515054, 2.579889)  0.44
H (0.736614, 1.151495, 0.943793)  0.02

Cartesian forces, eV/Å:
0.1 0.0 0.3
-0.1 0.2 -0.2
0.3 -0.2 0.0
0.1 -0.2 0.3
-0.1 0.0 -0.2
0.1 0.3 0.0
0.2 0.2 0.1
-0.5 0.0 0.2
0.2 0.4 -0.1
-0.1 0.2 -0.1
0.1 -0.3 -0.1
0.1 -0.4 0.2
0.0 -0.2 -0.4
0.0 0.1 0.4
-0.4 -0.2 -0.1
0.3 -0.2 0.0
0.0 -0.3 -0.4
-0.4 -0.3 0.0
0.2 0.1 -0.1
0.1 0.0 -0.1
0.1 0.2 0.2
-0.1 -0.3 -0.2
0.1 0.2 0.2
-0.1 -0.3 -0.2
0.1 0.3 0.2
-0.2 0.0 0.0
0.0 0.3 0.3
-0.2 0.5 0.4
-0.1 0.1 -0.1
-0.1 -0.1 -0.1
0.1 0.0 -0.1
0.0 0.0 0.0
-0.1 -0.1 0.0
-0.1 0.1 0.0
-0.1 0.1 0.2
0.0 0.0 -0.1
0.0 0.0 -0.1
-0.1 0.0 0.1
0.0 -0.1 0.1
0.0 0.0 0.0
-0.1 0.1 0.1
0.0 -0.1 0.0
-0.1 0.1 -0.1
0.0 -0.2 0.0
0.1 0.2 0.0
0.0 0.1 0.0
0.1 0.0 0.0
0.1 0.1 0.1
0.0 0.0 -0.1
0.0 0.0 0.0
0.1 -0.2 0.0
0.0 -0.1 -0.1
-0.1 0.0 0.0
-0.1 -0.1 -0.1
0.0 0.1 0.0
0.0 0.1 0.0
0.0 -0.1 -0.1
0.0 -0.1 -0.1
0.1 0.0 0.1
0.0 0.0 0.1
-0.1 0.0 0.0
-0.1 -0.1 0.0
0.1 0.1 -0.2
0.1 0.0 0.1

Properties
Structure (SMILES): CC(C)CCN1CCNC(=O)[C@H]1CC(=O)N1CCN(C2CCCCC2)C(=O)C1
Charge: 0
Energy relative to the best compared isomer or geometry (same formula, charge and spin) (kcal per mole): 28.64
Max |F| (Eh/bohr): 0.01263

=====

[2]
Here is the molecule C21H36N6O3 in a non-equilibrium geometry from the OMol25 dataset. Energies are from ωB97M-V with the def2-TZVPD basis set.

Each line ends with the Mulliken charge.
Atoms and positions in Å:
C (5.278865, -3.244164, 0.535961)  -1.16
C (4.816656, -2.026678, 1.314609)  -0.28
O (4.671399, -0.926483, 0.409252)  -0.25
C (4.653020, 0.294834, 0.948064)  0.41
O (4.791609, 0.512289, 2.121863)  -0.62
C (4.433501, 1.364279, -0.100941)  -0.91
C (3.084399, 1.157817, -0.826747)  -0.41
C (2.622282, 2.424066, -1.561250)  -1.21
C (2.205696, 3.528618, -0.593880)  -0.78
C (1.147506, 2.991672, 0.363474)  -0.43
C (1.665690, 1.746466, 1.077031)  -0.95
N (2.056442, 0.737286, 0.104310)  0.67
C (1.442045, -0.460876, 0.125737)  0.29
O (0.644261, -0.757463, 1.002999)  -0.70
C (1.770373, -1.458701, -0.988689)  -0.79
C (0.715553, -2.565916, -1.027559)  -0.67
C (-0.482619, -2.140779, -1.885723)  -1.25
N (-0.929579, -0.823736, -1.539696)  0.94
N (-0.477279, 0.250422, -2.196783)  -0.37
N (-0.968633, 1.275684, -1.637929)  -0.72
N (-1.736969, 0.941804, -0.609977)  -0.13
C (-1.712454, -0.370292, -0.528349)  0.98
C (-2.422590, -1.227178, 0.461498)  -1.52
N (-3.812205, -0.891442, 0.676286)  0.17
C (-4.007608, 0.364379, 1.382373)  -0.44
C (-5.473440, 0.501604, 1.781313)  -1.07
C (-6.371740, 0.461403, 0.546103)  0.62
C (-7.845739, 0.557687, 0.925316)  -1.72
C (-6.077672, -0.831214, -0.213002)  -1.03
C (-4.592796, -0.922691, -0.547380)  -0.43
H (5.406996, -4.080638, 1.216502)  0.41
H (4.546521, -3.515535, -0.220161)  0.28
H (6.226014, -3.038790, 0.044006)  0.29
H (5.539501, -1.749632, 2.088838)  0.50
H (3.848506, -2.205360, 1.796097)  0.23
H (5.237518, 1.312603, -0.835729)  0.53
H (4.474496, 2.329235, 0.400603)  0.40
H (3.238131, 0.365369, -1.559597)  0.64
H (3.420948, 2.768784, -2.220011)  0.42
H (1.757789, 2.158374, -2.173597)  0.38
H (1.803504, 4.369832, -1.159916)  0.43
H (3.067648, 3.891942, -0.030277)  0.30
H (0.249221, 2.734780, -0.200232)  0.15
H (0.883391, 3.744909, 1.106134)  0.41
H (0.884218, 1.307927, 1.699394)  0.50
H (2.521955, 1.989177, 1.713501)  0.39
H (1.794140, -0.952793, -1.954627)  0.41
H (2.757123, -1.876015, -0.786161)  0.57
H (1.129999, -3.482422, -1.447870)  0.47
H (0.384002, -2.762409, -0.005658)  0.33
H (-1.310429, -2.846195, -1.772661)  0.40
H (-0.191407, -2.096234, -2.939078)  0.44
H (-2.371085, -2.269902, 0.130352)  0.47
H (-1.887534, -1.146187, 1.412686)  0.23
H (-3.378665, 0.349340, 2.275441)  0.34
H (-3.703893, 1.223167, 0.764055)  0.31
H (-5.614182, 1.438592, 2.322656)  0.42
H (-5.739805, -0.323338, 2.444769)  0.33
H (-6.116692, 1.310431, -0.098748)  0.23
H (-8.127467, -0.273852, 1.567923)  0.34
H (-8.042846, 1.485053, 1.458267)  0.41
H (-8.472510, 0.531950, 0.036492)  0.42
H (-6.661194, -0.874776, -1.134811)  0.40
H (-6.351664, -1.684710, 0.409669)  0.35
H (-4.387908, -1.866885, -1.062931)  0.33
H (-4.322285, -0.093561, -1.225957)  0.28

Cartesian forces, eV/Å:
-0.2 0.4 0.0
0.1 -0.3 0.4
0.1 -0.2 -0.4
0.1 0.6 0.0
0.0 0.0 0.1
-0.2 -0.2 0.1
0.2 0.0 -0.4
0.1 0.0 0.1
-0.2 -0.1 -0.1
0.2 0.0 0.1
-0.5 0.2 0.3
0.1 0.2 0.2
0.2 -0.2 -0.3
-0.2 -0.2 0.2
-0.2 -0.2 0.2
0.0 0.1 0.0
0.4 -0.6 0.0
-1.0 0.9 0.7
0.6 -0.5 -0.9
0.2 0.7 -0.4
-0.5 -0.2 0.8
0.4 -0.2 -0.7
-0.1 -0.1 0.3
0.1 -0.1 -0.1
-0.2 0.2 0.3
0.2 0.2 -0.3
-0.2 -0.3 0.2
0.3 0.1 -0.1
0.2 0.3 -0.2
-0.3 -0.2 -0.1
0.0 -0.1 0.1
-0.1 -0.1 -0.1
0.1 0.0 0.0
-0.2 -0.1 -0.1
0.1 0.1 0.0
0.0 0.0 0.0
0.1 -0.1 0.0
-0.1 0.1 0.1
0.0 0.0 -0.1
0.0 0.0 -0.1
0.1 0.1 0.0
0.0 0.1 0.0
0.0 0.0 0.1
0.0 0.0 0.0
0.2 0.1 0.0
0.0 0.0 0.0
0.2 0.0 0.0
0.0 0.1 -0.1
0.0 0.0 0.0
0.0 -0.1 -0.1
0.1 0.1 -0.1
-0.1 0.0 0.1
0.1 0.1 0.1
0.0 -0.1 -0.1
0.1 0.1 0.0
0.0 -0.1 0.1
0.0 0.0 0.1
-0.1 0.0 0.1
0.0 0.0 0.0
-0.1 -0.1 0.1
-0.1 0.1 0.1
-0.1 0.0 -0.1
-0.1 0.0 0.0
-0.1 -0.1 0.0
0.0 0.1 0.0
0.0 -0.1 0.0

Properties
Structure (SMILES): CCOC(=O)C[C@@H]1CCCCN1C(=O)CCCn1nnnc1CN1CCC(C)CC1
Charge: 0
Energy relative to the best compared isomer or geometry (same formula, charge and spin) (kcal per mole): 0.00
Max |F| (Eh/bohr): 0.02829

=====

Among the records above, which one has the lowest max |F|? C21H36N4O3

=====

max |F| of number 1 (C21H36N4O3)? 0.01263 Eh/bohr

=====

Which value of energy relative to the best compared isomer or geometry (same formula, charge and spin) does entry 1 give? 28.64 kcal per mole